Entry 1:
Entry from OMol25: a 2-piece molecular cluster, C4H6FNO2 overall in a non-equilibrium geometry (ωB97M-V/def2-TZVPD).

Results
LUMO: -0.1 eV
SMILES: NC(=O)C1=CO1.CF
HOMO energy: -9.2 eV
ΔE to the lowest compared entry with this formula, charge and spin: 5.371 eV
F_max: 0.074 Eh/bohr
frontier orbital gap: 9.103 eV
net charge: 0

Element x y z (Å)
N: 2.71129 0.43063 -1.08808
C: 2.16108 0.71947 0.12788
O: 2.67843 1.47599 0.90509
C: 1.01995 -0.09920 0.41668
C: 0.59719 -1.20760 0.89624
O: 0.46151 -1.32181 -0.40624
H: 2.44582 -0.47456 -1.38207
H: 3.19879 0.95026 -1.78263
H: 0.31796 -1.97281 1.64325
C: -3.14712 0.28317 0.12659
F: -3.57506 1.52402 -0.28180
H: -3.90218 -0.45019 -0.16945
H: -2.06625 0.04948 -0.31157
H: -2.90141 0.09315 1.30611

=====

Entry 2:
Entry from OMol25: C26H29N5O6S as an isolated structure (ωB97M-V/def2-TZVPD).

Results
LUMO: 0.1 eV
HOMO energy: -7.9 eV
ΔE to the lowest compared entry with this formula, charge and spin: 0.000 eV
F_max: 0.018 Eh/bohr
frontier orbital gap: 8.008 eV
net charge: 0

Element x y z (Å)
C: -5.66878 -3.79754 -0.68778
H: -6.72732 -4.04718 -0.74066
O: -5.54873 -2.53024 -1.28290
C: -4.31458 -1.95793 -1.33616
C: -3.14554 -2.53121 -0.87026
C: -1.93529 -1.85944 -0.97187
C: -1.87873 -0.59702 -1.52911
C: -3.04804 -0.01790 -2.01848
C: -4.26044 -0.67599 -1.92895
O: -5.44813 -0.18474 -2.37535
C: -5.46437 1.09594 -2.95453
H: -6.50376 1.28364 -3.21946
H: -4.84761 1.13913 -3.85846
H: -5.12563 1.86201 -2.24912
H: -2.99034 0.95713 -2.47383
C: -0.56580 0.12988 -1.68505
N: 0.40035 -0.22146 -0.64089
C: 0.05684 -0.15267 0.67390
O: -1.03849 0.23321 1.06513
C: 1.06084 -0.60648 1.64109
C: 1.88549 -1.72218 1.70848
N: 1.96468 -2.77094 0.85238
H: 1.74954 -2.62325 -0.11997
H: 2.72723 -3.40561 1.06907
C: 2.59487 -1.70201 2.95072
N: 2.32127 -0.68765 3.74750
S: 1.20995 0.29565 3.11039
C: 3.61018 -2.70630 3.32446
O: 3.93476 -3.62571 2.58708
N: 4.15308 -2.50551 4.53939
H: 3.84398 -1.72300 5.09017
H: 4.86109 -3.13178 4.88227
C: 1.74866 -0.36220 -1.04367
C: 2.09450 -1.31507 -1.99862
C: 3.41707 -1.46258 -2.37870
C: 4.39794 -0.66869 -1.80975
C: 4.05104 0.28975 -0.87163
C: 2.73177 0.45075 -0.49074
H: 2.44650 1.21597 0.21396
H: 4.81114 0.92331 -0.44004
H: 5.42895 -0.79018 -2.10442
H: 3.67978 -2.20461 -3.11758
H: 1.32953 -1.93822 -2.44171
H: -0.10951 -0.15868 -2.64036
C: -0.66638 1.67060 -1.72309
O: -0.10140 2.31253 -2.58793
N: -1.41156 2.19955 -0.73782
C: -1.27654 3.58914 -0.38473
H: -0.96075 4.12585 -1.28188
H: -2.23824 3.97596 -0.03967
C: -0.22128 3.75504 0.73335
C: 0.18234 5.22239 0.90760
H: 0.58028 5.37578 1.91058
C: 1.28693 5.38735 -0.14399
H: 0.89877 5.84691 -1.05157
C: 1.74622 3.94321 -0.42539
H: 2.79718 3.77905 -0.17539
O: 0.98026 3.08864 0.41235
H: 1.58646 3.66816 -1.47474
H: 2.10526 6.00175 0.22576
H: -0.65467 5.89906 0.75227
H: -0.59549 3.28975 1.65086
H: -1.67916 1.56085 0.01170
H: -1.04251 -2.33649 -0.59584
H: -3.15703 -3.50999 -0.41873
H: -5.35248 -3.78288 0.36057
H: -5.09208 -4.55494 -1.22972

=====

Entry 3:
Entry from OMol25: C8H11NOS as an isolated structure in a non-equilibrium geometry (ωB97M-V/def2-TZVPD).

Results
LUMO: 0.6 eV
HOMO energy: -8.4 eV
ΔE to the lowest compared entry with this formula, charge and spin: 3.122 eV
F_max: 0.115 Eh/bohr
frontier orbital gap: 8.972 eV
net charge: 0

Element x y z (Å)
C: -2.17543 -0.28646 2.96778
C: -0.89748 0.26150 1.01752
C: -1.43761 -1.04254 1.01414
C: 1.33837 1.75278 -0.03573
C: 1.58872 0.33553 -0.45925
C: 0.19128 0.91894 -0.51944
C: -1.36815 -1.92807 -0.17752
C: 2.23701 0.05913 -1.79400
N: -2.12553 -1.32044 2.14609
O: -0.52066 1.06483 -1.64008
S: -1.43837 1.13680 2.34460
H: -2.60991 -0.34546 3.91386
H: 1.45739 1.98206 1.03782
H: 1.59647 2.52625 -0.70695
H: 1.88713 -0.32140 0.32472
H: -2.24992 -2.54582 -0.16922
H: -1.28988 -1.52355 -1.11524
H: -0.55732 -2.63851 -0.09147
H: 1.82256 -0.70571 -2.30367
H: 3.35154 -0.23142 -1.69678
H: 2.15633 0.91153 -2.40079
H: -0.95652 1.94003 -1.65641

=====

Entry 4:
Entry from OMol25: C3H4CuLiO4 as an isolated structure in a non-equilibrium geometry (ωB97M-V/def2-TZVPD).

Results
LUMO (alpha / beta): -9.0 / -12.2 eV
2S+1: 3
HOMO energy (alpha / beta): -16.6 / -18.1 eV
ΔE to the lowest compared entry with this formula, charge and spin: 0.980 eV
F_max: 0.118 Eh/bohr
frontier orbital gap (alpha / beta): 7.531 / 5.909 eV
net charge: +2

Element x y z (Å)
H: 0.82906 0.82252 -1.33381
C: 0.50838 1.16356 -0.34944
C: 1.40161 1.67443 0.67767
O: 0.49776 2.50411 -0.07909
H: 1.14375 1.54619 1.72881
H: 2.45914 1.79295 0.43395
O: 0.17165 -1.61926 0.34542
C: -0.77642 -0.87660 0.21360
O: -0.68895 0.44146 -0.04644
Cu: 1.13135 -3.14158 0.68209
H: -2.07553 -0.20710 -0.86442
Li: -2.73123 -2.89521 -0.97329
O: -1.87055 -1.20548 -0.43505

=====

Entry 5:
Entry from OMol25: one molecule with the formula C6H12O in a non-equilibrium geometry (ωB97M-V/def2-TZVPD).

Results
LUMO: 1.1 eV
SMILES: CC[C@H]1C[C@H]1CO
HOMO energy: -8.9 eV
ΔE to the lowest compared entry with this formula, charge and spin: 2.739 eV
F_max: 0.050 Eh/bohr
frontier orbital gap: 9.966 eV
net charge: 0

Element x y z (Å)
C: -2.20219 -0.22625 0.83867
C: -1.21875 0.74319 0.20208
C: -0.40251 0.14223 -0.93292
C: 0.75690 0.96482 -1.32157
C: 0.92714 -0.46717 -0.63982
C: 1.43200 -0.61976 0.77987
O: 2.73167 -1.17491 0.80254
H: -2.86551 -0.65225 0.07789
H: -2.82304 0.27779 1.58576
H: -1.68000 -1.05347 1.33035
H: -0.56042 1.17970 0.96551
H: -1.76256 1.59147 -0.23538
H: -1.01697 -0.27732 -1.72442
H: 0.94969 1.01935 -2.39920
H: 1.07650 1.81914 -0.74924
H: 1.69234 -0.48747 -1.40663
H: 1.50498 0.35545 1.26984
H: 0.73658 -1.23119 1.38909
H: 2.72414 -1.90334 0.16757

=====

Entry 6:
Entry from OMol25: C6H8LiO6Tm as an isolated structure in a non-equilibrium geometry (ωB97M-V/def2-TZVPD).

Results
LUMO (alpha / beta): -3.6 / -3.9 eV
2S+1: 4
HOMO energy (alpha / beta): -9.4 / -13.4 eV
ΔE to the lowest compared entry with this formula, charge and spin: 0.244 eV
F_max: 0.055 Eh/bohr
frontier orbital gap (alpha / beta): 5.863 / 9.518 eV
net charge: +1

Element x y z (Å)
Tm: -0.25802 1.25441 0.78031
O: -0.51393 -0.92182 1.06836
O: 3.06810 -1.49295 0.23275
C: 3.91268 -0.31382 0.29788
C: 2.96272 0.80929 -0.07007
O: 1.68002 0.12145 -0.10817
C: 1.80046 -1.20134 0.11998
H: 4.27450 -0.23074 1.32829
H: 4.73245 -0.44837 -0.41224
H: 3.06184 1.26188 -1.06058
H: 3.00515 1.63592 0.64517
Li: 0.13349 -2.44411 -0.35924
O: -1.79525 -2.17108 -0.26005
O: -2.71826 -0.56446 1.03967
C: -3.63580 -0.02829 0.07996
C: -2.95584 1.17002 -0.59171
O: -1.60441 0.89318 -0.75536
C: -1.65093 -1.19112 0.49259
H: -3.83881 -0.80648 -0.66865
H: -4.56133 0.23632 0.60445
H: -3.14289 2.07053 0.02802
H: -3.46166 1.34777 -1.56087